ORCA calculation (ωB97M-V/def2-TZVPD) on a 14-piece molecular cluster, C36H94N14O14 overall at a distorted geometry.

* gap between HOMO and LUMO: 9.12 eV
* calculated total energy: -3248.1524 Ha
* charge: 0
* lowest unoccupied orbital energy: 0.00828 Ha

Geometry as XYZ:
```
158
Properties=species:S:1:pos:R:3:forces:R:3
O 2.39656 -3.60253 5.24876 -1.348 0.193 0.411
C 1.51888 -2.82844 5.69986 2.904 0.482 -1.484
N 1.38665 -1.60315 5.18135 -0.337 -0.150 0.004
C 0.81390 -3.05640 6.94525 -1.372 -0.636 1.316
H 2.00441 -1.33707 4.43537 -0.037 0.083 -0.591
H 0.61899 -1.01722 5.46034 -0.086 0.426 0.099
H 0.28291 -2.20124 7.35054 0.047 0.314 -0.235
H 1.55341 -3.35299 7.67177 0.156 -0.330 0.275
H 0.06997 -3.83901 6.84186 0.044 -0.402 0.039
O -0.96167 0.18282 5.50517 0.273 -0.629 1.016
C -1.58178 -0.11271 4.50290 -0.573 -0.367 -1.401
N -1.86606 0.85426 3.59733 0.572 0.211 2.306
C -2.07332 -1.49636 4.09074 -0.493 -0.330 0.234
H -1.36259 1.67220 3.92107 -0.291 0.367 -0.870
H -2.00760 0.61832 2.65115 -0.274 0.110 -1.449
H -2.65078 -1.97378 4.88803 -0.043 0.364 0.121
H -1.24782 -2.19977 3.94725 0.142 0.331 -0.317
H -2.73813 -1.45073 3.20178 0.649 -0.031 0.429
O 6.75933 -2.01771 0.45388 -1.441 0.158 0.504
C 7.76584 -2.44455 -0.04614 0.556 -0.415 0.212
N 8.28895 -3.64846 0.24285 1.763 -0.246 -0.960
C 8.57060 -1.65352 -0.97934 2.048 0.413 0.930
H 9.27994 -3.80378 0.06379 -0.708 -0.028 -0.064
H 7.89055 -4.21947 0.92088 -0.886 -0.888 1.315
H 8.70512 -0.71411 -0.44225 0.092 0.264 -0.436
H 8.04903 -1.49612 -1.87568 -0.598 0.300 -1.294
H 9.57571 -2.10183 -1.14268 -0.736 0.363 -0.206
O 0.37926 -4.21230 0.31437 -0.170 0.016 0.128
C 0.69715 -4.75899 1.36335 0.011 -0.177 1.378
N 1.17425 -4.05223 2.44596 -1.323 -2.141 -1.637
C 0.52884 -6.28692 1.56524 -0.060 2.271 -1.358
H 1.38184 -3.11882 2.29549 0.576 2.236 -0.273
H 1.56112 -4.44451 3.26993 0.310 -0.542 0.669
H 0.22689 -6.44421 2.58138 0.033 -0.721 0.356
H 1.47299 -6.67393 1.23697 0.676 -0.684 0.492
H -0.16894 -6.59368 0.78647 -0.319 -0.164 0.459
O 2.74986 -1.37896 2.50988 1.031 0.009 0.495
C 3.87171 -1.92318 2.47106 -1.721 -1.015 -1.383
N 4.11875 -2.85952 1.52580 1.549 -0.367 -0.245
C 4.99460 -1.67143 3.39384 -1.119 1.535 2.144
H 3.56677 -2.92138 0.65683 -0.038 -0.023 0.585
H 5.10406 -3.20102 1.48480 -1.455 0.601 -0.284
H 5.43830 -0.71353 3.08612 -0.308 0.053 0.615
H 5.77333 -2.34973 3.32302 1.372 -1.608 -0.473
H 4.65358 -1.74400 4.48532 0.317 0.684 -1.563
O 6.23779 5.10935 -2.43067 -0.095 1.085 0.032
C 5.28747 5.38058 -1.70585 0.802 -1.532 -1.562
N 4.64743 6.54581 -1.64558 -0.432 1.420 -0.223
C 4.78494 4.32585 -0.83895 -0.726 -1.561 0.397
H 4.90822 7.25853 -2.29649 0.213 0.242 -0.214
H 3.73057 6.63735 -1.24652 0.093 -0.188 0.180
H 3.80307 4.49296 -0.42821 -0.345 0.070 0.262
H 5.50777 4.28524 -0.06556 0.537 -0.169 1.237
H 4.83288 3.32790 -1.30497 -0.091 0.599 -0.114
O -2.42460 -1.10586 -2.55585 0.543 0.286 -0.305
C -1.41498 -0.98607 -3.26552 1.258 -0.321 -0.011
N -0.14107 -1.09334 -2.80817 -1.281 -0.139 2.459
C -1.50839 -0.82302 -4.74885 -0.790 0.886 -2.335
H 0.66255 -0.93074 -3.37958 0.201 0.167 -0.756
H 0.00220 -1.15601 -1.72996 -0.260 0.200 -1.673
H -0.69306 -0.31535 -5.31021 -0.036 -0.163 1.095
H -2.42059 -0.26112 -5.07333 0.528 -0.681 0.628
H -1.54200 -1.78788 -5.27225 -0.231 -0.085 0.501
O -4.66008 -3.30205 0.16895 0.602 0.221 -0.138
C -3.46557 -3.56042 0.33909 -0.073 0.516 -0.337
N -2.43284 -2.97822 -0.31957 -0.414 0.703 -1.269
C -3.06375 -4.55544 1.33258 2.087 -0.271 1.430
H -2.71223 -2.29683 -1.06523 0.798 -0.781 0.660
H -1.48047 -3.39620 -0.35934 -1.192 0.251 0.260
H -2.64209 -5.40088 0.80530 -0.309 -0.611 -0.150
H -3.90245 -4.81047 1.96339 0.044 -0.233 0.157
H -2.14057 -4.21442 1.91922 -1.470 -0.146 -0.459
O 1.87460 -0.19662 -4.77882 -0.949 -1.990 0.251
C 2.11652 0.97593 -4.76112 1.256 0.397 0.492
N 2.87072 1.52832 -5.72465 0.673 2.249 -2.245
C 1.75296 1.92441 -3.65477 -1.431 -0.139 0.642
H 3.00410 1.13891 -6.68691 -0.384 0.067 1.716
H 2.90783 2.55877 -5.70005 0.178 -1.018 -0.206
H 1.73484 1.44282 -2.62754 0.392 0.548 -1.391
H 0.66215 2.11362 -3.87207 0.883 0.395 0.387
H 2.36899 2.84424 -3.71209 -0.593 -0.486 0.363
O -6.15335 1.11515 -1.58348 -0.040 -0.158 -0.055
C -6.12360 -0.03015 -1.15724 -0.029 -0.881 0.994
N -5.11625 -0.92205 -1.36787 -1.981 0.331 0.955
C -7.24850 -0.63243 -0.25229 1.458 -1.806 -0.458
H -4.43112 -0.74378 -2.05486 0.981 0.077 -0.598
H -5.18632 -1.80338 -0.85379 0.576 0.121 -0.527
H -8.06461 -0.89730 -0.89232 -0.538 -0.126 -0.685
H -7.65952 0.08057 0.41873 0.038 0.590 0.851
H -6.94537 -1.64868 0.22960 -0.340 2.039 -0.499
C -5.50378 3.02257 2.83471 0.655 -1.706 -0.940
C -6.06316 4.21704 2.08709 1.040 0.897 1.065
C -6.09861 5.48530 2.97318 0.863 -0.390 -1.212
O -6.50046 6.61909 2.22783 0.517 0.749 -0.278
C -7.81815 7.07917 2.41855 -0.205 0.194 -0.343
N -5.15832 4.51715 0.98509 -0.116 -1.262 -0.639
H -4.40443 3.02082 2.98684 -0.603 0.423 0.000
H -5.70138 2.04734 2.26381 0.159 1.339 0.559
H -6.00118 2.89733 3.77120 -0.294 -0.078 0.832
H -7.04140 3.89509 1.81360 -1.167 0.216 -0.634
H -5.03625 5.59974 3.27408 -0.591 0.366 0.074
H -6.74326 5.44126 3.81054 -0.552 -0.613 1.191
H -7.95457 8.03935 1.90192 0.378 -0.357 -0.258
H -8.05048 7.35683 3.45967 0.040 -0.712 -0.008
H -8.51903 6.36115 1.96148 -0.149 0.215 0.551
H -5.20904 3.65601 0.41889 0.334 0.821 -0.213
H -5.42550 5.31099 0.40944 -0.284 -0.176 0.172
C -0.74048 4.47367 -1.43092 0.106 0.431 -2.177
C -1.89465 4.96148 -2.31492 -0.815 0.400 0.320
C -1.99938 4.24409 -3.61362 -0.176 -1.340 -0.086
O -2.06447 2.84501 -3.35487 -0.369 -0.786 -0.797
C -3.19259 2.15681 -3.94649 -0.109 2.322 0.775
N -3.21407 4.84071 -1.60431 -0.335 -0.947 -0.013
H 0.16795 4.13929 -1.97369 -0.244 0.853 0.123
H -1.07494 3.59682 -1.00765 -0.752 -1.893 1.353
H -0.59968 5.23194 -0.70866 0.725 0.573 0.963
H -1.67677 6.00785 -2.63652 -0.504 -0.284 0.608
H -1.08493 4.43778 -4.17240 -0.107 0.179 -0.530
H -2.92817 4.48351 -4.14313 0.391 0.636 -0.157
H -3.16690 1.96242 -4.99883 0.856 -0.256 -0.819
H -4.10196 2.78445 -3.85877 0.218 -0.353 0.447
H -3.26688 1.28493 -3.36899 -0.458 -1.361 0.503
H -3.76282 3.95485 -1.84915 1.431 1.579 0.117
H -3.11031 4.76528 -0.58315 0.100 0.280 -0.578
C 3.86574 -1.36909 -1.92653 0.148 -0.343 0.484
C 3.37092 -2.74994 -2.33022 -0.309 -0.221 1.421
C 4.57898 -3.70164 -2.39266 -2.302 0.260 1.039
O 4.10457 -5.01667 -2.34914 0.285 -0.922 -1.301
C 5.11707 -6.00711 -2.53074 -0.295 0.345 -0.076
N 2.34585 -3.20133 -1.31427 1.767 -1.528 -0.904
H 4.59175 -1.38642 -1.06736 -0.636 0.037 -0.873
H 3.00539 -0.79276 -1.65598 -0.565 0.429 0.530
H 4.23675 -0.84609 -2.78439 0.808 0.267 -0.469
H 3.00883 -2.72764 -3.33645 -0.812 0.193 -0.701
H 5.10838 -3.54994 -1.48794 1.350 0.395 0.850
H 5.09207 -3.40501 -3.28516 0.856 -0.277 -0.582
H 4.57792 -6.97471 -2.54460 0.587 0.502 -0.391
H 5.76316 -5.98834 -1.66630 0.387 -0.148 0.565
H 5.80828 -5.81093 -3.39941 -1.051 -0.323 0.377
H 2.06814 -4.16898 -1.54688 0.477 0.549 0.378
H 1.46470 -2.73283 -1.32499 -0.245 0.888 -0.392
C 1.62056 0.81930 0.46174 -0.022 -0.191 -0.247
C 0.24814 0.13175 0.70333 1.280 -0.001 0.466
C -0.85182 0.99821 0.21555 -0.620 2.397 0.332
O -2.11034 0.61985 0.78924 0.407 -0.221 -1.046
C -3.13600 1.43903 0.25608 0.145 1.732 0.817
N 0.09468 -1.17157 0.03536 1.569 0.350 0.250
H 1.79170 0.88374 -0.61555 0.263 0.237 0.101
H 2.46598 0.34293 0.96167 -0.299 -0.779 -0.376
H 1.70008 1.80270 0.94515 -0.712 0.101 -0.444
H 0.24891 0.12137 1.79753 -0.636 -0.590 0.176
H -0.94068 0.98256 -0.88741 0.111 -0.057 0.308
H -0.63791 2.09720 0.52409 -0.310 -1.525 -0.423
H -3.03113 2.48072 0.73522 -0.138 -1.127 -1.006
H -4.08296 1.06336 0.56096 -0.699 -0.535 0.497
H -3.20765 1.48714 -0.84158 0.630 -0.002 0.223
H 0.77492 -1.87469 0.31862 -0.035 0.280 0.246
H -0.80452 -1.57718 0.17320 -0.868 0.003 0.450
```
Forces are in eV/Å.